18
Properties=species:S:1:pos:R:3:forces:R:3:lowdin_charge:R:1 method="wB97M-V/def2-TZVPD" e_lumo_ha="0.156 / 0.153" spin_multiplicity=2 orbital_gap_ev="3.50 / 6.78" relative_energy_kj_mol=140.7 total_charge=-1 s2=0.754
C -1.0530 1.6568 2.3663 0.94 -0.38 1.18 -0.075
C -0.4530 0.9234 1.4021 -1.20 0.57 0.20 -0.302
N 0.7374 0.3043 1.5514 0.31 -0.99 -0.27 -0.055
C 0.9224 -0.9812 0.7493 0.11 0.51 -0.59 -0.278
C -0.4277 -0.1561 -2.7887 0.75 -1.22 0.48 -0.211
C -0.0043 -1.0478 -1.6350 0.23 0.14 0.33 -0.317
C 1.0292 -0.7379 -0.7143 0.05 0.17 -0.19 -0.293
H -0.5870 1.4861 3.3475 -0.07 0.66 -0.08 0.014
H -1.8110 2.4254 2.3519 -0.34 -0.44 -0.59 0.003
H -0.9613 0.6937 0.4737 0.38 0.40 -0.49 0.100
H 1.0959 0.2693 2.5014 -0.10 0.07 0.01 0.092
H 0.0173 -1.5826 0.8910 0.28 -0.41 0.30 0.088
H 1.8238 -1.4384 1.1802 -0.23 -0.11 0.22 0.068
H 0.1447 0.7685 -2.7577 -0.29 0.40 0.18 0.041
H -1.5090 -0.0174 -2.6966 -0.13 0.49 -0.47 0.031
H -0.1772 -0.6018 -3.7605 -0.35 0.05 -0.20 0.030
H -0.5713 -1.9553 -1.4511 -0.37 0.01 -0.08 0.027
H 1.7840 -0.0089 -1.0110 0.03 0.10 0.07 0.036